# C3H5Cl2N

One molecule with the formula C3H5Cl2N (ωB97M-V/def2-TZVPD, OMol25).

Values from the calculation:
Energy (Ha): -1092.32725
Relative energy (zero: lowest compared OMol25 entry of this formula, charge and spin) (kcal/mol): 66.3
Kohn-Sham gap (spin up / spin down) (eV): 8.23 / 7.03
Net charge: 0
HOMO energy (spin up / spin down) (hartree): -0.276 / -0.243
Spin multiplicity: 1

```
11
Properties=species:S:1:pos:R:3:forces:R:3
N -1.3797 0.9041 0.4029 2.061 -3.651 -1.816
H -1.8756 0.0899 0.6997 -0.375 0.020 0.457
Cl 0.1006 1.9590 -1.4381 0.503 1.139 -0.788
H -0.4281 -1.3552 -0.3440 -1.991 -3.305 1.126
H 2.2311 0.3873 0.0737 -1.778 -1.711 0.085
C -0.4358 0.6448 -0.5702 -0.316 -0.938 1.371
H -1.6885 1.7712 0.6296 -0.893 2.857 0.666
H 0.6830 -0.8386 -1.7564 -1.270 -0.047 2.255
C 1.4396 -0.4510 0.2453 0.246 1.358 0.953
Cl 0.9581 -0.5240 1.9651 0.429 0.059 -0.557
C 0.2632 -0.7028 -0.6508 3.384 4.220 -3.752
```
Positions in Å, forces in eV/Å.

# C37H68FN2O4P3S4

A 4-piece molecular cluster, C37H68FN2O4P3S4 overall (ωB97M-V/def2-TZVPD, OMol25).

Values from the calculation:
Energy (Ha): -4577.79342
Relative energy (zero: lowest compared OMol25 entry of this formula, charge and spin) (kcal/mol): 2.1
Kohn-Sham gap (eV): 8.02
Net charge: 0
HOMO energy (hartree): -0.295
Spin multiplicity: 1

```
119
Properties=species:S:1:pos:R:3:forces:R:3
C -4.4108 -0.9759 1.2687 0.085 -0.144 0.036
N 4.2529 -2.4749 4.0058 -0.311 -0.081 -0.205
H 5.1125 -2.3696 6.8099 0.009 0.011 -0.007
C -5.9474 1.6336 2.0181 -0.088 -0.035 1.031
H -5.3568 -2.1531 -1.8836 0.021 -0.005 0.004
H -6.6147 2.4635 1.7824 0.077 -0.165 0.181
O -3.4386 -1.4207 -3.6156 -0.151 -0.010 -0.256
H -5.5052 -0.9016 3.1105 -0.024 0.020 0.009
H 5.5789 1.8761 6.5375 0.001 0.009 0.005
C 0.8389 -2.6683 1.8553 0.190 -0.005 0.123
C -0.8548 -1.7867 -4.2944 0.168 -0.086 -0.070
C -6.6056 0.2938 1.7020 0.075 0.039 0.094
H -4.4880 4.3911 -2.2510 -0.008 -0.020 -0.009
C 2.7381 2.4145 -7.7406 0.159 -0.070 0.114
H 3.0384 -0.3997 3.5059 -0.318 0.113 0.083
H -6.6422 3.2779 -2.8297 0.002 -0.008 0.004
C -4.5498 -0.9751 -0.2507 -0.256 -0.376 0.476
C 4.5884 1.7282 -5.4292 0.127 -0.035 -0.026
H 5.7273 -4.5032 -1.4715 0.135 0.134 0.157
H -0.8428 -2.1917 -5.3091 -0.185 0.075 -0.006
F 4.1720 -1.5988 0.9480 -0.247 -0.065 0.030
C 3.6293 -0.9054 7.3721 0.042 -0.036 -0.005
C 4.8538 1.7100 8.5532 -0.004 0.056 -0.019
C 4.1831 0.2492 6.5389 -0.063 0.037 -0.093
H -1.8183 -2.5352 -0.2263 0.160 0.144 -0.114
C 6.3160 -2.9650 -2.8522 0.079 0.207 0.156
H 0.9781 1.9937 -6.5423 0.043 0.100 0.039
C 0.3384 -3.0467 0.6168 0.109 0.234 -0.405
H -3.9855 0.6422 -1.8505 -0.131 0.343 -0.336
H -4.2223 2.8098 -0.6743 0.042 0.043 0.006
H -6.3281 -2.2243 -0.4181 -0.024 -0.011 0.032
N 3.2772 -2.2198 -1.5574 -0.516 -0.248 -0.328
H 7.6531 -2.2207 -1.0046 -0.001 -0.036 0.082
H 3.9471 3.5071 7.7452 -0.016 -0.005 -0.022
H 4.8514 0.8084 -5.9553 -0.035 -0.034 0.053
C -5.7300 -0.9126 2.0394 0.004 -0.026 -0.024
H 3.4469 3.1339 9.3951 0.002 0.016 -0.003
H -5.0373 1.5356 0.2003 0.164 0.282 -1.784
H -4.0715 -1.5878 -4.3222 0.023 -0.060 -0.020
C 2.0196 1.6770 -6.6104 0.143 -0.389 -0.126
S 7.8174 -2.0723 -2.3211 0.079 0.015 -0.036
C -4.9195 1.1977 -1.9131 0.071 0.942 -0.967
C 5.4447 -3.4714 -1.6971 -0.079 -0.163 -0.231
H -7.5382 0.2127 2.2663 -0.017 0.033 -0.042
C 1.1719 -2.9385 -0.5035 -0.203 0.000 0.227
H 6.1535 0.4614 7.3842 -0.001 -0.006 -0.007
O -1.7985 0.4218 -3.0147 -0.201 -0.086 -0.059
H 5.7177 2.2314 8.9736 0.000 -0.010 0.021
H -7.2246 2.2250 -0.7016 -0.020 -0.008 0.009
C 5.2680 1.0816 7.2235 0.013 -0.030 0.020
S -1.3326 -3.5859 0.4479 -0.406 -0.448 0.316
C 2.9213 -2.0872 0.8430 0.137 0.151 0.243
H -6.2432 6.4025 -0.7434 -0.009 -0.010 0.025
H 3.8069 -3.5303 -3.1110 -0.051 -0.070 0.021
H 1.8566 -1.9960 4.4870 -0.142 0.243 -0.034
C 2.3379 0.3223 -4.1442 0.075 -0.324 -0.127
H 2.1248 2.4327 -8.6419 -0.019 0.108 0.050
H 5.7537 -2.2582 -3.4650 0.021 -0.093 -0.030
H -5.0312 1.7792 1.4430 -0.311 0.129 1.544
C 3.0686 -0.3672 -3.1566 -0.101 0.246 -0.036
O 0.0364 -2.7819 2.9610 0.037 0.046 0.118
H 4.6089 -3.1539 3.3458 0.097 -0.012 0.121
H 4.2412 -2.7724 8.2928 0.003 -0.009 -0.006
C -6.5578 3.8659 -1.9113 -0.002 -0.031 -0.032
H -6.8885 0.2673 0.6458 -0.018 -0.040 -0.050
C 2.5376 -1.5221 -2.5763 0.241 0.103 0.008
C 4.6804 -1.9533 7.7214 -0.022 0.005 0.016
C -5.4431 4.8966 -2.0837 -0.027 0.046 0.014
H -5.0382 -0.0561 -0.5868 0.312 -1.481 1.031
C -6.3825 2.9250 -0.7178 0.046 0.120 -0.113
C -5.3118 5.8554 -0.9044 0.031 -0.029 -0.043
C 2.4561 -2.4264 -0.4108 0.365 0.106 -0.011
H -5.6432 5.4739 -2.9904 0.017 -0.002 -0.008
H 2.7927 2.2076 8.0512 -0.004 0.002 -0.007
H 5.2187 1.8457 -4.5497 -0.004 -0.028 -0.123
H 3.3569 0.9056 6.2446 0.008 0.003 0.008
H -1.1674 -2.5911 -3.6263 0.064 -0.091 -0.103
C -5.3046 -2.1841 -0.7941 0.051 0.064 0.027
O -2.4712 0.0362 -5.4838 -0.315 -0.125 -0.079
H 2.0125 0.6055 -6.8351 -0.066 0.047 -0.081
H -5.6923 1.7003 3.0779 -0.075 -0.058 0.091
H 3.0099 3.4348 -7.4610 -0.169 0.047 -0.090
H -3.0559 0.8050 -5.4028 0.171 0.038 -0.084
H -4.8074 -3.1152 -0.5105 -0.033 -0.047 -0.007
C -5.0777 2.1305 -0.7172 0.079 -0.050 -0.600
H 5.4855 -1.5294 8.3244 0.003 0.001 0.001
H -4.9090 1.7522 -2.8550 -0.048 0.120 -0.058
H -5.0691 5.3277 0.0190 -0.001 -0.005 0.015
H -6.4518 3.4969 0.2117 0.017 0.073 -0.240
H -4.5212 6.5858 -1.0798 -0.006 0.013 0.003
H 4.5938 0.9278 9.2717 0.011 -0.015 -0.006
H 3.4734 -4.3361 -1.5772 -0.131 0.071 -0.019
H -3.7782 -0.1327 1.5619 0.026 0.032 0.026
S 0.5867 -3.3629 -2.0988 -0.034 -0.145 -0.059
C 0.5224 -1.2995 -3.8996 -0.004 -0.102 0.064
H 3.6670 1.8999 -7.9931 -0.052 0.044 -0.019
H 4.7992 2.5788 -6.0808 0.015 -0.065 0.018
H -5.7436 0.4787 -1.9514 -0.062 0.238 -0.379
H 5.6083 -2.8591 -0.8086 -0.080 -0.119 0.037
C 3.9444 -3.4609 -2.0299 0.391 0.066 0.076
C 3.6940 2.6934 8.4283 0.018 -0.043 0.041
H 0.4773 0.3638 -5.2027 0.000 -0.006 0.036
H -7.5125 4.3905 -1.8029 0.000 0.015 -0.001
S 4.6327 0.2502 -2.6312 0.111 0.178 -0.004
H 4.5947 -0.1611 5.6113 0.026 -0.018 0.017
C 1.2784 -1.9755 -2.9437 -0.201 0.164 -0.195
H 3.1639 -0.5229 8.2856 -0.012 0.012 -0.008
H -6.3021 -1.8276 1.8635 0.009 -0.008 -0.013
C 1.0770 -0.1660 -4.4727 -0.083 -0.155 -0.130
H 4.6677 -0.4511 -1.4946 -0.007 -0.145 0.080
P -2.1499 -0.5691 -4.0367 0.576 0.426 0.641
C 2.1590 -2.2177 1.9949 -0.141 0.052 -0.067
H 6.6620 -3.7966 -3.4649 -0.201 0.035 -0.104
P 2.8265 1.9004 -4.9522 -0.085 0.448 0.249
H -0.3529 -1.9260 3.1792 -0.038 -0.089 -0.034
P 2.9096 -1.7972 3.5858 0.865 -0.260 0.192
H -3.5485 -0.9558 -0.6928 0.010 0.022 -0.003
H 2.8284 -1.3904 6.8057 -0.015 0.004 0.016
H -3.8695 -1.8772 1.5760 0.015 0.001 0.069
```
Positions in Å, forces in eV/Å.

# C45H100B4F16HgN5

C45H100B4F16HgN5 as an isolated structure (ωB97M-V/def2-TZVPD, OMol25).

Values from the calculation:
Energy (Ha): -3898.69717
Relative energy (zero: lowest compared OMol25 entry of this formula, charge and spin) (kcal/mol): 191.2
Kohn-Sham gap (eV): 5.29
Net charge: +3
HOMO energy (hartree): -0.497
Spin multiplicity: 1

```
171
Properties=species:S:1:pos:R:3:forces:R:3
H -2.5207 4.5684 5.8412 0.109 -0.035 -0.524
H 6.9028 0.4686 -11.8334 1.173 -0.292 -0.462
H 7.8079 3.4370 1.7553 0.129 0.081 -0.047
H 6.1947 4.7639 -0.1026 0.309 0.390 0.059
H -4.2887 5.6543 7.0667 0.078 -0.028 0.334
H -2.4071 1.9768 8.4047 0.373 0.251 -0.431
H 4.3838 5.5857 -1.6105 0.256 0.553 0.016
H -7.1412 -0.9041 -6.3603 0.387 -0.040 0.283
H -3.3196 3.7653 3.3308 0.277 0.445 0.631
H 6.1896 7.2721 -0.6792 0.023 -0.400 0.112
C -1.6932 -7.5045 2.9597 -2.027 0.206 -0.159
H -6.8588 -2.6115 -1.9476 0.095 0.067 0.033
H 4.5165 -1.5624 -7.0368 -0.037 0.004 -0.600
F 0.6589 0.6558 -0.2300 -0.980 -0.051 -0.324
H -4.3996 -6.9192 0.9019 -0.196 -0.326 0.418
H -4.2766 0.3357 -5.4956 -0.126 0.140 0.060
F 5.2996 -4.9082 4.0151 0.967 -0.927 -0.398
C 5.6951 5.0185 0.8321 -1.524 -0.341 -0.730
H -1.6949 3.1009 6.2803 -0.240 -0.467 -0.061
H 5.3794 -1.8954 -9.3936 -0.830 -0.529 -0.703
H 7.5394 0.4391 -7.8210 -0.067 0.324 -0.320
C -1.9967 4.8730 9.8969 -2.283 -0.581 0.600
H -6.5165 0.7048 -5.7799 0.018 -0.260 -0.186
H 3.7942 -0.4527 -4.9200 -0.241 -0.113 -0.105
H -1.3465 2.8855 10.3978 -0.076 -0.344 0.010
N -6.5189 -0.8108 -4.2252 -1.698 -0.830 -0.237
H 1.9738 5.8299 2.6701 0.532 -0.024 0.366
C 4.7290 -0.5079 -6.8609 -0.113 0.312 -0.946
C -4.6767 -10.9610 1.0050 -1.155 -1.726 0.430
H -7.3957 0.7170 -2.7799 -0.885 -1.076 -0.580
H 5.0890 4.1460 1.0758 -0.509 0.159 -0.419
H -2.3331 3.5821 11.6617 -0.196 0.067 -0.137
C -4.1512 -9.6506 0.6243 1.899 1.960 -0.257
C 6.5985 5.1899 2.0594 -2.071 1.834 -0.507
H -4.1081 1.8241 5.5982 0.337 0.117 0.482
N 4.6779 6.2215 0.4273 1.098 0.468 2.001
H -3.9353 -11.7577 0.9447 0.117 0.088 -0.236
H 6.0239 4.9006 2.9393 0.196 -0.717 -0.005
H -1.0042 4.3448 8.0217 0.105 -0.183 0.173
C 3.7711 6.5016 1.6533 -1.470 1.373 -0.481
H 3.4369 7.0544 -1.0082 0.186 -0.121 -0.397
H -1.3389 -6.4763 2.8860 0.388 -0.420 -0.211
H -5.0087 -10.9960 2.0426 -0.265 0.170 0.017
N -3.0327 3.9135 7.6457 -2.297 0.218 2.750
H 3.8919 0.6255 -8.6136 0.150 -0.484 -0.431
H 3.7155 1.0800 -5.7397 0.390 0.167 0.065
F 4.3667 2.5960 6.5958 0.082 0.195 0.863
H 8.0135 -1.3955 -10.2863 0.284 -0.060 -0.094
H -3.0312 -0.6297 -4.7813 -0.191 -0.416 0.102
H -1.9794 5.7703 7.9206 -0.246 -0.017 -0.050
C -5.4628 1.2519 -3.0467 1.246 -2.424 0.090
H -4.7455 3.4577 5.3856 0.004 -0.017 0.324
C -1.0578 -6.3080 0.3337 -1.904 0.245 -1.410
H 4.9108 8.3048 -0.1692 -0.560 -0.357 0.068
H 2.6123 -0.0990 -6.2263 0.126 -0.613 -0.200
F -0.4130 -2.7377 5.0255 -0.104 -2.467 -2.395
H -5.7981 1.9605 -3.8041 0.532 -0.167 -0.506
H -2.8809 5.4676 10.1263 -0.513 0.021 -0.011
C 7.9092 4.5135 1.8933 0.645 0.192 0.788
F 0.8767 1.1234 1.9981 -1.923 3.033 2.776
N -2.6172 -7.7928 1.7396 0.510 1.936 -1.282
H -3.6563 1.8157 10.3319 0.407 -0.210 0.176
H -5.1697 4.0986 7.3023 -0.031 0.289 0.261
H -4.8539 -8.9197 0.2241 -0.704 0.121 1.093
H -2.2268 -7.7976 -0.5130 -0.835 -0.467 0.588
H -3.3179 1.3864 -3.2932 0.203 -0.053 -0.489
H 3.2705 7.4596 1.5124 0.184 0.394 -0.920
H 9.3385 0.6939 -11.1919 0.537 -0.468 0.370
N 5.9375 0.0364 -9.2036 -1.415 1.410 -0.369
H 5.1518 1.3850 -7.7318 0.339 0.046 -0.195
H -2.5056 2.2552 3.7464 -0.107 -0.124 -0.243
C -3.2012 -5.2021 1.3019 -0.065 -1.758 0.115
C 3.6468 0.0039 -5.8987 0.297 0.751 0.045
H 1.2056 6.4236 0.6341 -0.151 0.049 -0.861
H -0.9402 -8.2641 3.1695 -0.023 0.117 -0.562
H 2.2019 4.9867 -1.5300 -0.760 0.464 -0.044
C -7.5261 -1.9582 -3.9399 -0.803 -0.184 0.241
C -3.7469 -6.6252 1.7238 1.846 -0.154 -1.384
C 2.6014 5.5134 1.8371 1.517 -0.016 0.413
C -3.4331 2.8172 3.8564 0.259 -0.036 -0.006
H -1.2859 5.5381 10.3874 0.890 -0.565 -0.597
H 6.2454 2.2846 -9.6269 0.315 -0.604 1.380
B 4.3666 -3.9567 4.0711 -1.822 0.691 1.561
H 3.0186 4.0964 -0.4584 0.153 -0.128 0.776
H -6.3764 -3.6040 -3.3359 0.507 0.147 0.271
C 2.6362 5.1140 -0.5384 -0.571 -0.750 -1.261
H -9.0786 -3.5562 -2.1605 -0.259 -0.645 0.019
F 2.5687 1.4307 5.7723 -2.212 -0.249 -0.334
H 5.9128 -1.2756 -11.0065 0.091 0.065 0.327
B 3.9556 1.6011 5.7770 0.827 -0.221 -1.800
H 0.9476 4.6843 0.8570 -0.013 -0.077 -0.619
H -8.4940 -1.4945 -3.7494 0.117 0.367 0.388
H -4.2293 2.3725 3.2594 0.038 -0.555 0.253
H -2.4037 -7.4671 3.7855 0.159 -0.282 0.237
H -2.8089 -5.4855 -0.8346 0.149 -0.310 -0.032
H -3.5877 -9.7199 -0.3062 0.816 -0.441 0.193
C 8.5906 0.7264 -10.3997 0.994 -1.007 -0.192
H -4.2530 -6.5462 2.6860 0.137 -0.544 -0.064
F 3.1494 -4.3014 3.4361 -0.461 -0.304 -0.600
C 1.6886 5.4466 0.6165 1.501 -0.223 0.770
C -2.2502 -5.2547 0.0724 1.290 -0.093 1.943
H -7.7288 -2.4973 -4.8653 0.520 0.156 -0.318
B 0.9867 0.2068 1.0391 0.895 -0.034 -1.286
C 6.1033 1.3119 -10.0978 1.999 -0.250 -1.062
H -1.8028 -4.2680 -0.0470 -0.086 0.035 -0.107
C -3.2563 -9.1680 1.8144 -0.199 1.307 0.277
C 8.3890 -0.5904 -9.6547 -1.201 0.547 1.008
H 3.1517 4.6060 2.0859 -0.935 -0.712 0.090
H -3.9817 1.9992 7.7622 -0.703 0.304 0.742
C -3.5063 2.8218 9.9404 0.112 -0.841 0.175
F -1.9896 -1.8233 6.4883 -0.729 -0.771 0.283
C -1.7402 -7.6684 0.4537 0.862 0.304 1.303
H 4.3109 6.7728 2.5605 0.692 -0.992 -0.149
C -4.0410 0.5710 -3.3067 -0.354 1.611 -0.548
H -8.1301 0.1551 -5.3472 0.100 -0.164 0.283
H 4.3258 -0.7213 -10.4396 0.013 -0.366 0.414
H 5.1891 1.5422 -10.6449 -0.213 -0.957 -0.136
F 0.2912 -1.6893 6.7457 1.117 0.293 1.476
H 8.9728 1.3904 -9.6244 -0.296 0.695 -0.329
H -4.4892 4.9168 8.7733 -0.515 0.532 -0.427
H 8.4065 4.7210 2.8408 0.432 -0.486 -0.062
F 4.0077 -3.6381 5.4099 -0.153 -0.079 0.363
C -3.3227 2.5680 8.4183 1.295 1.609 0.517
C -7.1958 -3.0388 -2.8920 2.609 1.544 -0.534
H 5.7021 -0.5152 -6.3698 -0.085 0.230 0.176
H -5.5237 1.8573 -2.1423 0.226 -0.411 0.297
H -3.7768 -9.0104 2.7591 -0.756 -0.767 -0.125
C -8.2531 -4.0249 -2.6960 -1.150 -0.367 -0.636
H 8.5177 4.9797 1.1184 -0.098 -0.200 -0.172
B -0.7669 -1.7487 5.8557 0.219 -0.217 2.454
H 7.1976 -1.2446 -7.8763 -0.643 -0.156 -0.433
H -2.7635 -4.7264 2.1795 0.164 0.197 -0.236
F 0.4124 -0.9519 1.4710 -1.472 -1.797 0.354
F -0.7559 -0.5892 5.1935 0.381 3.574 -2.681
F 4.4293 0.3207 5.9620 0.632 -1.002 0.657
C -1.9378 4.7812 8.3768 0.649 -0.598 -1.017
H -4.4167 3.2830 10.3231 -0.089 0.582 -0.641
H -3.6033 -0.1337 -2.5997 -0.876 0.210 0.933
H -8.5239 -4.2967 -3.7163 -0.782 -0.372 0.115
C 5.5066 7.4502 0.1514 0.387 0.604 -0.280
H 7.4014 2.1398 -11.5437 0.420 -0.146 -0.327
C -2.6723 3.5834 6.2828 -1.033 0.023 -2.448
H 6.0818 7.8569 0.9833 -0.096 -0.727 0.272
H -5.5241 -11.2388 0.3783 0.052 -0.152 0.051
H -0.2969 -6.0956 1.0847 -0.437 0.357 0.081
C -2.2398 3.4829 10.5802 0.109 0.585 -1.258
C -4.4087 4.7724 7.6959 2.136 -2.003 0.158
H -0.9916 -8.4499 0.5840 -0.086 -0.171 -0.096
Hg 2.1272 -0.9069 4.0527 0.271 0.214 0.628
C 7.2742 -0.3619 -8.5112 0.922 -0.029 -1.856
H -2.4568 -9.8702 2.0509 0.065 -0.088 -0.366
H -6.3523 -0.6165 -2.1844 0.179 0.506 0.211
C 7.3790 1.1373 -11.1164 -4.649 1.369 1.540
C -6.5015 0.1237 -2.9706 0.220 0.542 -0.461
C -3.8423 2.8493 5.3405 1.330 1.347 0.318
F 4.3258 1.9303 4.4390 -0.127 0.370 -0.552
H -7.8494 -4.9332 -2.2487 -0.340 0.207 0.373
F 2.3246 0.0039 1.0686 3.784 -1.485 -0.374
C -5.1480 -1.4433 -4.3950 1.902 2.496 -0.242
C 3.7985 6.0447 -0.8137 -0.235 -0.731 1.611
H 9.3477 -0.8747 -9.2209 -0.295 -0.283 0.273
H 6.6646 6.2595 2.2581 0.773 0.217 -0.160
C 4.8560 0.4218 -8.1475 0.541 -0.728 1.492
H -4.1481 -4.7159 1.0671 0.167 0.481 -0.022
H -4.8088 -1.8846 -3.4577 -0.644 -0.165 0.081
H -0.5397 -6.4084 -0.6200 0.318 0.216 0.019
C -4.0310 -0.2351 -4.6000 -1.685 -1.148 -0.324
C -7.1119 -0.1782 -5.5478 0.908 0.413 1.437
H -5.1950 -2.2240 -5.1543 -0.029 0.344 -0.171
F 4.7437 -2.7323 3.5397 0.378 1.638 -1.123
C 5.3018 -1.0894 -10.1233 1.577 1.130 1.631
```
Positions in Å, forces in eV/Å.